3 unconnected molecules or ions with the total composition C30H53I2N7O4PSi at a distorted geometry. Source: the Open Molecules 2025 dataset; level of theory: the ωB97M-V functional and the def2-TZVPD basis.

The net charge is +1. The calculation puts the molar mass at 888.67 g mol⁻¹. The highest occupied orbital energy comes out at -10.520 eV.

Element x y z (Å)
C1 -6.8952 -4.5738 -3.4059
C2 -6.5802 -3.4289 -4.4033
O1 -7.1795 -2.2241 -3.9499
C3 -6.5878 -1.0874 -4.5413
C4 -5.3608 -0.6507 -3.7042
O2 -5.6772 -0.5678 -2.3253
C5 -5.0318 -1.5361 -1.5433
C6 -3.4937 -1.3327 -1.4474
O3 -2.9424 -2.6442 -1.1807
C7 -1.5677 -2.7357 -1.5028
N1 -0.7830 -1.6148 -1.0470
C8 0.0646 -0.6989 -1.5693
N2 0.4733 -0.6264 -2.8515
C9 1.3910 0.4984 -3.1388
N3 0.6644 1.7765 -3.1617
P1 0.1343 -1.6534 -4.2167
C10 0.7201 -3.3925 -3.9927
C11 -1.6075 -1.5423 -4.8292
N4 0.4997 0.1816 -0.6707
C12 -0.0772 -0.2221 0.4697
C13 0.2342 0.5610 1.6982
I1 2.0754 -0.2673 2.5357
C14 0.3599 2.1042 1.4533
C15 -0.6925 2.6744 0.4886
I2 2.3616 2.6822 0.8848
N5 -0.8188 -1.2787 0.2786
C16 -1.5179 -1.9081 1.3929
C17 -1.0484 -3.3691 1.6890
O4 -1.2603 -3.6802 3.0459
Si1 -0.5030 -5.1700 3.4358
C18 -0.1158 -6.2394 1.9071
C19 -1.6461 -6.2050 4.5282
C20 1.1337 -4.7851 4.2883
H1 -7.4670 -4.2047 -2.5495
H2 -7.4378 -5.3805 -3.9080
H3 -5.9521 -5.0045 -3.0414
H4 -5.4872 -3.3315 -4.5108
H5 -6.9962 -3.7122 -5.3829
H6 -7.3001 -0.2579 -4.6050
H7 -6.2072 -1.2870 -5.5596
H8 -4.5193 -1.3199 -3.9375
H9 -5.0495 0.3591 -4.0225
H10 -5.2259 -2.5613 -1.9055
H11 -5.4439 -1.5159 -0.5266
H12 -3.0637 -0.9188 -2.3681
H13 -3.2812 -0.7136 -0.5621
H14 -1.5116 -2.9800 -2.5641
H15 -1.2223 -3.6329 -0.9673
H16 1.7992 0.3611 -4.1469
H17 2.2556 0.5151 -2.4696
H18 0.2576 1.8560 -4.0882
H19 1.3305 2.5272 -3.0069
H20 0.7718 -3.6571 -2.9259
H21 1.6413 -3.6214 -4.5278
H22 -0.0644 -4.0498 -4.4053
H23 -2.3285 -2.2576 -4.4110
H24 -1.9446 -0.5136 -4.6307
H25 -1.5456 -1.6128 -5.9199
H26 -0.4935 0.4234 2.5016
H27 0.1831 2.5691 2.4278
H28 -0.8293 3.7385 0.7184
H29 -1.6704 2.1921 0.6332
H30 -0.3783 2.6315 -0.5599
H31 -1.4279 -1.3615 2.3325
H32 -2.5944 -1.9851 1.1904
H33 0.0094 -3.4318 1.3746
H34 -1.6828 -4.0155 1.0616
H35 -1.0281 -6.3517 1.3016
H36 0.1891 -7.2360 2.2435
H37 0.6793 -5.7714 1.3123
H38 -1.4044 -6.0854 5.5913
H39 -2.7072 -6.0022 4.3354
H40 -1.4784 -7.2640 4.2812
H41 1.6442 -4.0055 3.7029
H42 1.7883 -5.6650 4.3287
H43 0.9438 -4.4219 5.3062
N6 6.6456 5.5495 4.2104
C21 5.5148 4.9785 3.7949
C22 5.4699 3.8311 3.0187
C23 6.6685 3.2428 2.6481
C24 7.8554 3.8202 3.0670
C25 7.7882 4.9667 3.8440
H44 4.6020 5.4760 4.1066
H45 4.5200 3.4113 2.7131
H46 6.6774 2.3456 2.0407
H47 8.8118 3.3925 2.7987
H48 8.6914 5.4520 4.1978
N7 5.7705 11.0878 3.4352
C26 5.0687 10.7933 2.3411
C27 4.9409 9.5110 1.8293
C28 5.5817 8.4746 2.4893
C29 6.3177 8.7577 3.6272
C30 6.3779 10.0757 4.0559
H49 4.5877 11.6364 1.8567
H50 4.3554 9.3306 0.9374
H51 5.5085 7.4577 2.1216
H52 6.8312 7.9759 4.1681
H53 6.9392 10.3460 4.9439

Results of the Mulliken charge analysis, in e, for atoms 1 through 5: -1.1927, 0.0902, -0.4123, -0.7764, 0.0935